1.
Below is a structure of composition C3H3BeO4, with properties calculated with ωB97M-V with the def2-TZVPD basis set.

Computed properties:
Spin multiplicity = 2
E = -431.6607 hartree
LUMO energy (alpha / beta) = 0.0090 / -0.0095 Eh
Expectation value of S² = 0.75
Gap between HOMO and LUMO (alpha / beta) = 6.664 / 7.644 eV

XYZ file:
```
11
Properties=species:S:1:pos:R:3:forces:R:3:mulliken_spin:R:1
C -1.036650 -0.858920 0.590879 0.7 2.5 4.9 0.029
C -1.386805 0.302868 1.315923 -1.2 -1.7 -3.5 -0.021
O -0.944081 0.625786 2.470866 -0.3 3.8 -0.8 0.012
H -1.234618 -0.776213 -0.823526 -3.0 -2.6 1.4 -0.007
H -2.151360 0.961233 0.863870 0.2 -0.4 0.4 0.004
H -0.289454 -1.477840 1.133953 0.0 0.2 -1.2 0.026
C -1.017071 -2.610870 3.047630 0.0 -1.4 -0.1 0.094
O -1.126611 -3.743342 2.870181 0.0 0.8 0.1 0.008
O -0.877276 -1.468385 3.221661 -0.6 -2.0 1.5 -0.042
Be -0.002836 -0.109285 3.157370 2.6 -0.7 1.9 0.890
O -1.997969 -1.497923 -0.134433 1.7 1.6 -4.7 0.006
```
Positions in Å, forces in eV/Å.

---

2.
Below is a cluster of 4 separate species, C34H62BClN2O16P4S in total, with properties calculated with ωB97M-V with the def2-TZVPD basis set.

Computed properties:
Spin multiplicity = 1
SMILES string = CB(O)c1cc2c(c(Cl)c1P(N)O)N(CCOC=O)c1ccccc1S2.CCOP(=O)(OCC)OCC.CCOP(=O)(OCC)OCC.CCOP(=O)(OCC)OCC
E = -4893.9777 hartree
LUMO energy = -0.0662 Eh
Gap between HOMO and LUMO = 6.281 eV

XYZ file:
```
121
Properties=species:S:1:pos:R:3:forces:R:3:mulliken_charge:R:1
C 1.321265 -5.529995 8.552226 0.3 0.1 0.1 -0.823
B 1.780766 -4.306684 9.568381 0.4 -1.2 1.3 0.523
O 2.059117 -4.697371 10.980528 2.0 1.2 -2.8 -0.507
C 1.965115 -2.752294 9.063825 0.7 4.0 -1.1 -0.019
C 2.695670 -2.390843 7.603540 -1.4 2.9 1.9 -0.412
C 2.895691 -0.824348 7.123281 -2.1 -0.2 3.7 0.535
C 2.376488 0.394632 8.113086 -0.8 -2.9 1.4 -0.623
C 1.636227 -0.007524 9.558088 1.2 -2.5 -2.8 0.217
Cl 1.011749 1.395382 10.639826 1.1 -2.1 -1.8 -0.137
C 1.406682 -1.555348 10.047211 2.5 2.9 -4.0 -0.322
P 0.511033 -1.827021 11.730809 -0.2 -1.7 0.4 0.430
N -1.192078 -1.296559 11.397741 1.4 1.8 -0.7 -0.654
O 1.225892 -0.853843 13.004518 0.4 -0.1 -2.5 -0.485
N 2.489748 1.874771 7.827109 0.5 -2.3 -2.6 0.486
C 3.725192 2.504736 8.422564 1.1 -0.4 1.0 -0.511
C 4.860391 2.991170 7.347222 2.0 -1.0 1.4 -0.255
O 4.664431 4.338132 6.790660 -0.6 1.8 3.3 -0.288
C 4.673779 5.384098 7.823155 2.4 -0.6 4.5 0.169
O 5.308766 5.348440 8.996818 -3.8 -0.4 -7.4 -0.492
C 2.279576 2.218872 6.372113 -1.5 1.8 -3.8 -0.360
C 1.455627 3.640966 6.068922 1.0 -2.4 -3.1 -0.400
C 1.122434 4.099961 4.523798 2.0 -3.5 1.3 -0.418
C 1.589343 3.149769 3.252555 1.0 -1.1 3.6 -0.457
C 2.443095 1.736853 3.486506 -1.9 3.0 3.5 -0.464
C 2.749962 1.320739 5.075553 -1.8 2.6 0.0 0.667
S 3.674538 -0.304778 5.469516 -1.9 1.2 1.5 -0.097
H 1.511888 -6.596538 9.041289 -0.6 2.4 -1.1 0.191
H 1.991396 -5.442569 7.583459 -1.5 -0.2 1.7 0.246
H 0.193404 -5.353958 8.274873 2.2 -0.6 0.3 0.286
H 3.026569 -4.455959 11.198816 -2.4 -0.2 -0.3 0.311
H 3.075345 -3.263511 6.889115 -0.9 2.2 1.8 0.107
H -1.330280 -1.216545 10.346710 0.4 -0.2 1.6 0.307
H -1.335638 -0.316467 11.743147 0.1 -1.0 -0.3 0.291
H 2.198228 -0.723221 12.800314 -1.6 -0.1 0.2 0.314
H 4.240918 1.659591 9.089801 -1.0 1.9 -1.5 0.325
H 3.367878 3.326636 9.178838 1.0 -1.3 -1.7 0.299
H 5.890856 3.031816 7.949081 -2.3 -0.1 -1.1 0.358
H 5.064171 2.201182 6.475527 -1.0 2.1 1.8 0.215
H 4.011973 6.353663 7.616314 1.5 -2.4 -0.3 0.319
H 1.105687 4.290677 7.004842 0.9 -1.6 -2.3 0.330
H 0.512128 5.105371 4.372690 1.5 -2.5 0.2 0.285
H 1.300178 3.497036 2.165686 0.7 -0.9 2.5 0.278
H 2.768773 1.059033 2.573188 -0.7 1.6 2.3 0.257
C 3.575536 -7.118387 -0.286957 0.1 -0.1 -0.1 -1.089
C 2.888114 -6.505814 0.915719 0.0 -0.6 0.2 -0.235
O 3.404635 -5.212925 1.189567 -0.3 -0.4 -1.3 -0.361
P 2.626867 -3.853719 0.630384 3.2 -1.9 8.8 0.982
O 1.233262 -4.269965 1.161557 0.1 1.4 -4.4 -0.693
O 2.995166 -2.862760 1.916423 0.0 0.6 -1.7 -0.436
C 1.960572 -2.169514 2.595912 -0.4 0.0 0.4 0.535
C 1.557301 -2.928798 3.849474 0.0 -0.1 0.2 -0.915
O 4.183918 -3.388653 0.036912 -3.0 1.0 -1.8 -0.316
C 4.677496 -3.931529 -1.168764 0.5 -0.2 -0.5 -0.152
C 3.700882 -3.818160 -2.319639 0.0 0.3 -0.1 -1.110
H 3.319663 -6.572546 -1.196624 0.0 0.0 -0.1 0.220
H 3.267535 -8.159689 -0.422325 0.0 0.1 0.0 0.413
H 4.662333 -7.088523 -0.174212 -0.1 -0.1 0.0 0.260
H 1.806005 -6.495963 0.760982 0.1 0.2 0.1 0.290
H 3.085772 -7.125215 1.797194 0.0 0.2 0.0 0.325
H 1.105013 -1.995715 1.936799 0.0 -0.1 0.1 0.393
H 2.347339 -1.185369 2.878274 0.1 -0.1 -0.1 -0.474
H 1.341648 -3.981223 3.642180 -0.1 0.2 -0.2 0.377
H 0.673101 -2.476242 4.310203 0.1 0.0 0.0 0.383
H 2.374294 -2.916506 4.579468 -0.1 0.1 -0.1 0.002
H 4.991658 -4.963027 -1.006208 -0.1 -0.1 0.1 0.140
H 5.585981 -3.372650 -1.422072 -0.2 0.1 0.2 0.349
H 2.759958 -4.331466 -2.099982 0.0 -0.2 0.0 0.325
H 4.127377 -4.254193 -3.226973 -0.1 0.0 0.1 0.394
H 3.457191 -2.769600 -2.515389 0.1 -0.1 0.0 0.369
C -3.200897 0.394844 -5.402611 -0.1 0.1 0.1 -0.658
C -2.156695 -0.209541 -6.318354 -0.1 0.5 -0.4 -0.203
O -1.132141 -0.843217 -5.568629 -1.3 -0.2 0.3 -0.340
P -1.174029 -2.482544 -5.293126 7.2 5.4 -3.2 0.943
O -1.408498 -2.860681 -6.776224 -2.8 -2.0 3.0 -0.723
O 0.470745 -2.738047 -5.324412 -1.1 -0.8 1.2 -0.332
C 1.017767 -3.729522 -6.179060 0.2 -0.2 -0.5 -0.266
C 1.524717 -3.092386 -7.462655 0.1 0.2 -0.1 -1.097
O -0.912061 -2.060060 -3.636086 -1.9 -2.9 -0.8 -0.305
C -1.988432 -1.624681 -2.833679 -0.3 0.3 0.6 -0.002
C -3.183669 -2.552162 -2.881922 0.0 -0.2 0.2 -1.194
H -3.752074 -0.387090 -4.877547 -0.1 0.0 0.0 0.161
H -3.921725 0.988439 -5.973183 0.1 0.0 0.0 0.062
H -2.737085 1.038649 -4.650865 0.0 0.0 -0.1 0.248
H -2.633403 -0.890949 -7.027884 0.2 -0.1 0.1 0.303
H -1.683492 0.588554 -6.900462 0.1 -0.1 0.1 0.273
H 0.288939 -4.519753 -6.381449 0.1 0.2 -0.1 0.336
H 1.855199 -4.198727 -5.653311 -0.1 0.1 0.1 0.326
H 0.770824 -2.452176 -7.930472 0.0 -0.3 0.1 0.267
H 1.826843 -3.858878 -8.183834 0.0 0.1 0.1 0.374
H 2.389196 -2.452763 -7.252709 -0.1 -0.1 0.0 0.281
H -2.258944 -0.603425 -3.103810 -0.1 0.0 -0.2 0.133
H -1.619711 -1.579521 -1.802242 0.1 -0.1 -0.2 0.349
H -3.567919 -2.659451 -3.900701 -0.1 0.1 -0.1 0.346
H -3.989017 -2.170754 -2.248501 0.0 -0.1 -0.1 0.379
H -2.908366 -3.552659 -2.534945 0.0 0.1 0.0 0.332
C -4.443516 8.155712 -9.611120 0.0 0.2 0.0 -1.083
C -4.253338 6.698855 -9.979391 0.4 0.2 -0.4 -0.237
O -4.438200 5.862746 -8.847980 -0.9 1.0 -0.3 -0.340
P -5.902006 5.124493 -8.569940 8.8 -3.9 0.0 0.980
O -6.034075 4.547926 -10.000909 -3.7 2.2 1.6 -0.710
O -5.301804 3.727104 -7.892738 -1.5 0.8 0.6 -0.346
C -5.696424 2.464680 -8.405811 0.1 -0.4 -0.4 -0.456
C -4.645286 1.939824 -9.370276 0.2 -0.1 -0.1 -0.939
O -5.754447 5.768682 -6.971145 -3.3 -0.4 -1.5 -0.307
C -6.080263 7.117704 -6.714302 0.0 0.6 0.4 -0.008
C -7.443613 7.513980 -7.239074 -0.2 -0.1 0.2 -1.190
H -5.483812 8.354050 -9.347770 -0.1 0.1 0.0 0.220
H -4.179631 8.806559 -10.450325 0.0 -0.1 0.1 0.407
H -3.824197 8.426606 -8.752171 0.0 0.0 -0.1 0.262
H -4.919451 6.433489 -10.804542 0.0 -0.2 0.1 0.298
H -3.226102 6.547081 -10.327926 -0.1 -0.1 0.1 0.313
H -6.682462 2.522151 -8.875965 0.2 0.0 -0.1 0.394
H -5.788492 1.774748 -7.561198 0.0 0.2 0.1 0.430
H -4.379262 2.678954 -10.131849 -0.3 -0.1 0.1 0.300
H -4.997465 1.033064 -9.872913 0.0 0.1 0.1 0.372
H -3.721406 1.701915 -8.831422 -0.1 0.0 0.0 0.136
H -5.294271 7.766220 -7.102572 0.0 0.0 -0.2 0.130
H -6.071411 7.246450 -5.625631 0.0 -0.2 -0.1 0.325
H -7.515261 7.368674 -8.321119 0.1 0.1 -0.1 0.358
H -7.647067 8.565293 -7.018568 0.0 -0.1 -0.1 0.365
H -8.225399 6.901549 -6.779815 0.1 0.1 0.0 0.336
```
Positions in Å, forces in eV/Å.

---

3.
Below is a structure of composition C35H29BrFN5O3PtS3, with properties calculated with ωB97M-V with the def2-TZVPD basis set.

Computed properties:
Spin multiplicity = 1
E = -5838.2735 hartree
LUMO energy = -0.0686 Eh
ΔE to the lowest compared entry with this formula, charge and spin = 32.3 kcal/mol
Gap between HOMO and LUMO = 4.120 eV

XYZ file:
```
78
Properties=species:S:1:pos:R:3:forces:R:3:mulliken_charge:R:1
Pt 0.463664 -0.901382 -1.767070 1.3 -0.2 -1.3 1.010
F -0.086021 -0.667594 4.659841 0.1 0.0 0.0 -0.360
C -0.591551 0.132228 3.690018 0.0 0.0 0.1 0.497
C -0.008257 0.141134 2.458424 0.2 -0.2 0.1 -0.651
C -0.498471 0.976023 1.462958 -0.1 0.3 0.0 0.700
C 0.170380 0.991267 0.159458 -0.2 0.2 0.1 1.055
O 1.125695 0.213339 -0.018288 0.3 -0.1 -0.2 -1.035
C -0.326892 1.949389 -0.787279 -0.1 0.0 0.0 -0.095
C -1.403745 2.697998 -0.457057 0.0 -0.1 0.1 -0.345
N -2.106779 2.586918 0.714932 0.0 0.2 0.0 0.176
C -3.221772 3.469968 0.953617 0.1 0.0 0.0 -0.240
C -4.597044 2.889374 1.121891 -0.1 0.0 0.1 -0.477
C -4.237648 3.634359 -0.128817 0.0 0.0 -0.1 -0.932
C -1.615568 1.784877 1.721459 0.0 -0.1 0.0 -0.124
C -2.208559 1.745203 2.991603 -0.1 0.1 -0.1 -0.559
C -1.698921 0.931015 3.981507 0.1 0.0 0.1 -1.440
N -2.324988 0.946586 5.263160 0.0 0.0 0.1 0.292
C -2.205973 -0.192655 6.168104 -0.2 0.1 -0.1 -0.719
C -3.376096 -0.070505 7.185937 0.1 -0.1 0.0 -0.644
N -4.318179 0.948190 6.616690 0.4 0.1 0.1 -0.114
C -3.706926 2.313543 6.714826 0.1 0.1 -0.1 -0.741
C -2.320903 2.191491 6.025120 0.0 -0.2 0.0 -0.589
C 0.305323 2.209665 -2.166023 0.2 0.1 -0.1 0.467
O 0.432625 3.398923 -2.465291 -0.1 -0.2 0.0 -0.743
O 0.602344 1.176653 -2.829557 -0.6 0.3 0.4 -0.684
H 0.845214 -0.491012 2.240297 -0.1 0.0 0.0 0.603
H -1.760558 3.453320 -1.144915 0.0 0.0 0.0 0.703
H -2.973656 4.346189 1.542895 0.0 0.0 0.0 0.416
H -5.261556 3.365844 1.831818 0.0 0.0 0.0 0.294
H -4.697953 1.813897 1.053893 0.1 0.0 0.0 0.255
H -4.646095 4.621647 -0.286884 0.0 0.0 0.0 0.256
H -4.103039 3.052216 -1.029902 0.0 0.0 0.0 0.335
H -3.081568 2.349388 3.204724 0.0 0.0 0.0 0.681
H -1.260122 -0.204312 6.711018 0.0 0.0 0.0 0.491
H -2.279278 -1.115119 5.599623 0.0 0.0 0.0 0.491
H -3.032623 0.286874 8.152968 -0.1 0.1 0.0 0.306
H -3.905699 -1.007709 7.326401 0.0 0.0 0.0 0.353
H -5.266076 0.892141 6.975088 0.0 0.0 0.0 0.295
H -4.258254 0.768234 5.602937 -0.3 -0.1 -0.2 0.376
H -3.624859 2.600645 7.759792 -0.1 -0.1 0.0 0.360
H -4.366727 3.010372 6.202467 0.0 0.0 0.0 0.405
H -1.529695 2.176949 6.782606 0.0 0.0 0.0 0.305
H -2.138399 3.034664 5.367565 -0.1 0.0 0.0 0.518
Br -0.814619 -2.740689 0.310603 -0.3 -0.2 0.3 -0.213
C 0.782807 -3.774713 0.244754 0.0 0.1 -0.1 0.466
C 0.790590 -4.893739 1.023037 0.1 -0.1 0.0 -0.762
C 1.940146 -5.708986 1.068956 0.0 0.0 0.0 -0.525
C 3.039600 -5.368995 0.342175 0.0 0.0 -0.1 -0.942
C 3.042262 -4.217510 -0.485037 -0.1 0.1 0.0 1.278
C 4.189483 -3.894703 -1.245419 0.1 -0.1 0.0 -0.950
C 4.201608 -2.795754 -2.049320 0.0 0.1 0.0 -0.777
C 3.062621 -1.966341 -2.133692 0.1 -0.1 0.1 -0.616
C 1.919531 -2.237274 -1.421283 -0.9 -0.2 0.3 -0.236
C 1.885739 -3.377851 -0.562338 0.2 -0.1 -0.1 0.339
H -0.086423 -5.153651 1.600676 0.0 0.0 0.0 0.398
H 1.938457 -6.599506 1.685977 0.0 0.0 0.0 0.378
H 3.935424 -5.979890 0.376638 0.0 0.0 0.0 0.350
H 5.056869 -4.542880 -1.179635 0.0 0.0 0.0 0.321
H 5.075179 -2.559046 -2.645754 0.0 0.0 0.0 0.445
H 3.085473 -1.101843 -2.787956 0.0 0.0 0.0 0.586
S 4.310308 -3.154649 -6.663769 0.0 -0.1 0.0 -0.409
C 2.945589 -2.512016 -5.968280 0.0 0.1 0.2 0.285
S 1.887273 -3.466520 -4.978430 -0.1 0.0 0.1 -0.097
C 0.915754 -2.059535 -4.605933 0.2 -0.3 -0.2 0.131
N 1.327934 -1.005190 -5.201995 0.1 0.2 -0.1 -0.738
N 2.462149 -1.240201 -5.951292 -0.1 0.0 -0.1 0.643
C 2.984278 -0.074264 -6.604963 0.0 0.1 0.1 0.447
C 3.843359 -0.155688 -7.692827 0.0 0.0 -0.1 -0.523
C 4.293664 1.012533 -8.295482 0.0 0.0 0.0 -0.643
C 3.891228 2.254761 -7.831661 0.0 -0.1 0.0 -0.384
C 3.034649 2.325192 -6.739176 0.0 0.0 0.0 -0.681
C 2.582239 1.172879 -6.119923 0.1 0.0 0.1 -0.320
S -0.443453 -2.137005 -3.511920 0.4 0.2 0.5 -0.426
H 4.157505 -1.115077 -8.071746 0.0 0.1 0.0 0.228
H 4.967130 0.938797 -9.141052 0.0 0.0 0.0 0.355
H 4.242469 3.158530 -8.314401 0.0 0.0 0.0 0.372
H 2.714096 3.287078 -6.357246 0.0 0.0 0.0 0.407
H 1.934286 1.233512 -5.254839 0.0 0.0 -0.1 0.667
```
Positions in Å, forces in eV/Å.

---

4.
Below is a cluster of 3 separate species, C6H8 in total, with properties calculated with ωB97M-V with the def2-TZVPD basis set.

Computed properties:
Spin multiplicity = 1
E = -233.1911 hartree
LUMO energy = 0.0243 Eh
ΔE to the lowest compared entry with this formula, charge and spin = 122.9 kcal/mol
Gap between HOMO and LUMO = 9.590 eV

XYZ file:
```
14
Properties=species:S:1:pos:R:3:forces:R:3:mulliken_charge:R:1
C 0.551657 -1.645135 -0.274689 0.1 -0.3 0.1 -0.607
C -0.016669 -0.338020 -0.944411 0.0 0.3 -0.2 -0.302
C -0.889516 0.775160 -0.553199 -0.2 -0.1 0.0 -0.572
C -0.996412 0.821310 0.875095 0.1 0.0 0.0 -0.189
C 0.056503 0.114342 1.370021 0.0 0.1 0.0 -0.718
C 0.866572 -0.307344 0.249683 -0.1 -0.2 0.1 0.234
H -0.019070 -2.332698 0.348975 0.1 0.1 -0.1 0.262
H 1.192353 -2.137196 -1.002850 -0.1 0.1 0.1 0.246
H 0.477874 -0.203916 -1.902110 -0.1 0.0 0.1 0.226
H -1.590204 1.263354 -1.225673 0.1 -0.1 0.1 0.370
H 0.504366 1.647281 -0.573524 0.1 -0.1 0.1 0.137
H -1.739225 1.385624 1.429669 0.1 -0.1 -0.1 0.411
H 0.303754 -0.067698 2.409928 0.0 0.0 -0.1 0.425
H 1.298018 1.024938 -0.206915 -0.1 0.1 -0.1 0.078
```
Positions in Å, forces in eV/Å.